No. 1
This record from the OMol25 dataset describes a 11-piece molecular cluster, C51H65N11O17 overall at a distorted geometry. The level of theory is ωB97M-V/def2-TZVPD.

Positions of all 144 atoms, in Å:
O1 2.7729 7.1847 -1.5775
O2 0.7740 1.4063 -5.0212
O3 3.3730 -6.3451 -7.1762
O4 -2.8046 -5.4736 5.2410
O5 3.8787 -4.1568 -7.1750
O6 -1.5463 -4.8693 3.5717
O7 -2.7630 2.3120 4.1812
O8 7.8887 2.5023 -0.5524
O9 -1.1865 0.9309 3.7566
O10 0.4882 -1.3568 -1.4830
O11 -3.9568 2.2326 -0.5362
O12 7.6764 2.2857 -2.6766
O13 0.9518 -2.2022 1.2708
O14 -3.9183 -5.3388 -0.9119
O15 2.2868 -1.1514 2.5427
O16 1.3678 7.0715 3.4125
O17 -5.2013 0.4561 -0.9704
N1 -2.4428 -4.6572 4.3916
N2 3.2299 -5.2048 -6.9086
N3 2.1305 -1.9865 1.6403
N4 -0.1332 6.6920 1.6248
N5 1.8389 1.5788 -7.0416
N6 -0.6089 0.4389 -0.7304
N7 7.2760 2.2370 -1.5606
N8 -1.8016 -5.1834 -0.2804
N9 2.3597 4.9445 -1.9035
N10 -4.7966 1.4093 -0.2379
N11 -2.0679 1.3517 4.4816
C1 -6.5257 0.8962 1.5432
C2 4.5354 -3.9563 -0.3696
C3 -0.1867 -4.5941 -4.4260
C4 0.8548 7.3912 2.2949
C5 1.7729 4.7250 -0.5908
C6 -5.8010 3.0087 3.1597
C7 5.9355 1.5510 -1.3260
C8 -4.0348 -3.0049 5.3582
C9 -2.8991 -2.3778 3.3449
C10 -4.5381 -0.9195 4.2704
C11 -1.5586 -0.4974 6.2182
C12 1.0463 -3.9542 -4.0453
C13 1.5623 1.7148 -8.4591
C14 0.9287 -5.6244 -6.3706
C15 -0.7524 1.8569 -0.8471
C16 -1.1364 -0.0950 0.5748
C17 5.5971 -4.0319 0.5203
C18 4.4188 -2.7200 2.0832
C19 -3.0135 -5.7865 -0.1849
C20 5.5983 -3.3639 1.7144
C21 -6.9106 2.1662 3.5237
C22 3.2870 -2.6816 1.1637
C23 -1.5495 -4.1557 -1.1896
C24 5.2861 0.9178 -2.3919
C25 -4.7816 -1.8113 5.2735
C26 -5.1597 2.8853 1.9209
C27 -3.5862 -1.2067 3.2515
C28 3.3236 -3.2503 -0.0569
C29 4.2584 0.7247 0.2074
C30 4.1118 0.2301 -2.1680
C31 -0.6951 5.4081 2.1138
C32 0.7501 1.5855 -6.2087
C33 -0.0275 -0.2372 -1.7370
C34 -5.5320 1.8074 1.0700
C35 -3.2540 1.1206 6.7328
C36 -7.2233 1.0132 2.6839
C37 2.5874 3.7430 -2.7733
C38 -0.9282 -5.3414 0.8482
C39 -2.7824 -0.6470 8.2425
C40 -3.5036 0.4971 7.9447
C41 5.4768 1.4426 0.0297
C42 2.0870 -4.9929 -6.0124
C43 -2.2787 0.6734 5.8264
C44 -3.2128 -3.3551 4.3371
C45 2.8317 6.1858 -2.2596
C46 -1.7046 -1.0395 7.4289
C47 2.1194 -4.2555 -4.8195
C48 3.6146 0.0904 -0.8314
C49 -0.2225 -5.3718 -5.6249
C50 3.1654 1.5187 -6.5717
C51 -0.5995 7.0800 0.3672
H1 -0.4040 -0.2609 1.3649
H2 -0.7472 2.3897 0.1038
H3 -7.3337 2.3003 4.5083
H4 -5.2067 -0.0719 4.2411
H5 0.9293 -6.0208 -7.3752
H6 -1.7810 1.9678 -1.1902
H7 3.8269 2.0254 -7.2743
H8 -0.0956 7.9704 -0.0088
H9 4.5954 -4.4439 -1.3313
H10 1.0620 -3.1311 -3.3463
H11 -1.1643 -4.3427 -4.0419
H12 -5.6002 3.8061 3.8599
H13 -5.5990 -1.6470 5.9600
H14 -1.1746 -5.7573 -5.9583
H15 -7.9688 0.2937 2.9889
H16 -2.1633 -4.2123 -2.0886
H17 -1.4386 -6.0494 1.5011
H18 -1.6841 7.1423 0.2782
H19 2.7191 -0.5116 -0.8750
H20 1.9435 0.9211 -9.1016
H21 6.4367 -3.3896 2.3948
H22 -1.6991 -1.0235 0.4787
H23 3.2905 2.0168 -5.6103
H24 -3.0588 -6.5886 0.5679
H25 6.0234 1.9258 0.8260
H26 -0.2004 1.8557 -6.6942
H27 2.9840 -3.6746 -4.5342
H28 2.8800 3.9625 -3.8001
H29 1.3439 8.1829 1.7066
H30 -0.9473 -1.7848 7.6228
H31 -6.7129 -0.0077 0.9827
H32 0.5049 1.8023 -8.7087
H33 4.4046 -2.1108 2.9748
H34 -1.0188 -4.4192 1.4221
H35 -0.1521 4.6412 1.5614
H36 -0.9359 -1.0870 5.5617
H37 0.7347 4.4054 -0.5011
H38 -0.5047 -4.2944 -1.4675
H39 -2.2278 -2.4126 2.4997
H40 1.7804 3.0132 -2.7070
H41 5.6702 1.0958 -3.3855
H42 -0.1991 6.3950 -0.3801
H43 3.5365 0.5086 -6.3985
H44 -0.1292 2.4329 -1.5310
H45 -2.9240 -1.0279 9.2432
H46 -1.9084 -3.1869 -0.8421
H47 3.8583 0.5475 1.1947
H48 -4.0010 1.8617 6.4893
H49 0.0328 -5.8520 0.7864
H50 -1.8365 0.6378 0.9761
H51 1.8189 2.7207 -8.7916
H52 -0.1279 0.2607 -2.7138
H53 -0.3959 5.1946 3.1400
H54 2.3331 4.0064 0.0075
H55 2.5596 -3.1713 -0.8163
H56 3.2476 6.0791 -3.2734
H57 -3.5277 -0.5990 2.3606
H58 6.4697 -4.5196 0.1116
H59 3.5293 0.1009 -3.0683
H60 3.3632 3.0834 -2.3844
H61 1.9471 5.5579 0.0904
H62 -4.2184 1.0163 8.5659
H63 -4.6217 3.7130 1.4828
H64 -4.1626 -3.6311 6.2288
H65 -1.7711 5.3243 1.9614

The structure (SMILES) is O=[N+]([O-])c1ccccc1.O=[N+]([O-])c1ccccc1.O=[N+]([O-])c1ccccc1.O=[N+]([O-])c1ccccc1.O=[N+]([O-])c1ccccc1.O=[N+]([O-])c1ccccc1.CN(C)C=O.CN(C)C=O.CN(C)C=O.CN(C)C=O.CN(C)C=O. The calculation puts the HOMO energy at -0.3234 Ha. The relative energy (zero: lowest compared OMol25 entry of this formula, charge and spin) comes out at 641.8 kJ/mol. The value obtained for the gap between HOMO and LUMO is 7.7 eV. Its LUMO energy is -1.12 eV.



No. 2
This record from the OMol25 dataset describes one molecule with the formula CH3I2PS2 at a distorted geometry. The level of theory is ωB97M-V/def2-TZVPD.

Positions of all 9 atoms, in Å:
I1 1.7979 -2.1615 -0.2705
I2 3.2001 1.6468 -0.3986
S1 -0.0892 0.8537 -0.6357
S2 0.2755 -2.3618 -2.0358
P1 1.4021 0.6127 0.7341
C1 -1.4509 0.4194 0.4599
H1 -1.8921 1.1595 1.1485
H2 -2.3265 0.0417 -0.2181
H3 -0.9168 -0.2105 1.2162

The calculation puts the HOMO energy (alpha / beta) at -0.2915 / -0.2915 Ha. The relative energy (zero: lowest compared OMol25 entry of this formula, charge and spin) comes out at 230.9 kJ/mol. The value obtained for the gap between HOMO and LUMO (alpha / beta) is 6.0 / 6.0 eV. Its LUMO energy (alpha / beta) is -1.90 / -1.90 eV.



No. 3
This record from the OMol25 dataset describes a 2-piece molecular cluster, C8H15F3OS overall at a distorted geometry. The level of theory is ωB97M-V/def2-TZVPD.

Positions of all 28 atoms, in Å:
S1 2.2357 -0.4419 0.5717
F1 1.5451 1.8746 0.4918
F2 -2.4944 1.2888 0.3815
F3 -3.4295 -0.6055 0.4708
O1 3.4234 -1.2808 0.7414
C1 2.4629 1.1371 1.2050
C2 -0.7958 -1.6032 -1.0059
C3 3.2294 1.7581 2.0586
C4 2.3734 0.3016 -1.1663
C5 -1.0676 -0.4391 -0.0176
C6 -3.1126 0.4260 -1.6401
C7 -2.4517 0.1131 -0.2812
C8 -0.9868 -0.7352 1.4481
H1 3.9911 1.3118 2.6865
H2 -2.7104 1.2863 -2.1579
H3 -1.3888 -2.5514 -0.8160
H4 -0.3487 0.1852 -0.3410
H5 3.0455 2.6511 2.6170
H6 -3.2067 -0.4275 -2.3298
H7 -0.2264 -1.5127 1.5645
H8 -4.1878 0.6821 -1.4050
H9 -1.9297 -0.9566 2.0226
H10 -0.4705 0.0648 2.1343
H11 1.4241 0.5357 -1.4761
H12 2.5054 -0.6448 -1.6579
H13 3.2646 0.8971 -1.1806
H14 -0.9270 -1.3247 -2.0829
H15 0.2337 -1.9899 -0.8353

The calculation puts the HOMO energy at -0.3513 Ha. The relative energy (zero: lowest compared OMol25 entry of this formula, charge and spin) comes out at 232.0 kJ/mol. The value obtained for the gap between HOMO and LUMO is 10.1 eV. Its LUMO energy is 0.57 eV.



No. 4
This record from the OMol25 dataset describes C24H49CrN2O6P2 as an isolated structure. The level of theory is ωB97M-V/def2-TZVPD.

Positions of all 84 atoms, in Å:
Cr1 -0.2292 1.7341 1.5846
P1 0.1711 -1.4105 0.8206
P2 -1.7155 0.2352 -0.8257
O1 1.6275 -1.9264 0.7337
O2 -2.9060 -0.4597 -0.1166
O3 0.1043 -0.2175 1.7319
O4 -0.7646 -2.5696 1.2681
O5 -1.3105 1.4764 -0.0771
O6 -2.0873 0.5132 -2.3065
N1 1.3766 2.0888 0.3954
N2 3.5446 2.3376 -0.3980
C1 -0.8851 -2.6447 3.7094
C2 -1.8393 1.7871 -3.0347
C3 -2.6708 -3.6432 2.2323
C4 1.4848 -3.8673 -0.7820
C5 -1.3796 1.4009 -4.4180
C6 -1.6872 -2.5186 2.4349
C7 -0.0060 3.6464 2.7139
C8 -3.4431 -2.3655 -1.5889
C9 5.0023 2.1881 -0.2442
C10 2.6759 1.9165 0.5178
C11 3.1786 1.2153 1.7458
C12 2.4689 2.0165 -2.6435
C13 -0.3369 -0.9231 -0.8402
C14 2.1536 -3.2889 0.4440
C15 0.2393 2.5558 3.5876
C16 -3.1129 2.5970 -3.0091
C17 -0.9639 1.8103 3.6993
C18 5.5732 1.0656 -1.0950
C19 -4.0036 -1.2985 -0.6769
C20 3.0861 2.9794 -1.6350
C21 2.0369 -4.1540 1.6758
C22 -1.3327 3.5451 2.2512
C23 -1.9269 2.4048 2.8657
C24 -5.0386 -0.4122 -1.3256
H1 0.4286 -4.0727 -0.5945
H2 -5.9189 -1.0122 -1.5577
H3 1.5931 1.5007 -2.2441
H4 -2.1891 -1.5507 2.3824
H5 -1.0480 2.3056 -2.4910
H6 -0.3760 -3.6076 3.7510
H7 2.3963 3.7902 -1.3837
H8 -1.5584 -2.5846 4.5653
H9 -3.0282 -1.9292 -2.4997
H10 3.1993 -3.0733 0.2345
H11 2.1582 2.5694 -3.5303
H12 3.9571 3.4554 -2.0812
H13 -2.1605 -4.6065 2.2497
H14 -4.2497 -3.0361 -1.8852
H15 5.2349 2.0361 0.8048
H16 1.9626 -4.8140 -1.0327
H17 2.6030 -5.0717 1.5146
H18 0.7153 4.3915 2.4182
H19 -4.4101 -1.7466 0.2277
H20 2.3422 0.7831 2.2866
H21 -4.6652 0.0177 -2.2536
H22 1.0002 -4.4249 1.8698
H23 3.8696 0.4140 1.4875
H24 -5.3440 0.3865 -0.6508
H25 6.6473 0.9864 -0.9337
H26 -3.1977 -3.5443 1.2850
H27 -2.6821 -2.9627 -1.0840
H28 -3.4230 2.8119 -1.9863
H29 -3.9147 2.0651 -3.5215
H30 5.4494 3.1435 -0.5212
H31 2.4514 -3.6505 2.5483
H32 3.7032 1.9153 2.3979
H33 1.1633 2.3467 4.1029
H34 -1.1739 2.3028 -4.9949
H35 -1.0919 0.9057 4.2728
H36 -0.4706 0.8003 -4.3820
H37 1.1105 2.5874 -0.4450
H38 -2.9526 3.5444 -3.5238
H39 3.1895 1.2607 -2.9516
H40 -3.4047 -3.6315 3.0379
H41 -2.9315 2.0503 2.6967
H42 5.1171 0.1076 -0.8390
H43 -0.1476 -1.8472 3.7972
H44 1.5883 -3.2060 -1.6429
H45 0.5075 -0.4079 -1.3079
H46 5.4137 1.2505 -2.1573
H47 -0.5819 -1.8018 -1.4382
H48 -2.1545 0.8358 -4.9356
H49 -1.8113 4.2032 1.5432

Its net charge is +2. The calculation puts the HOMO energy (alpha / beta) at -0.5381 / -0.5418 Ha. The relative energy (zero: lowest compared OMol25 entry of this formula, charge and spin) comes out at 0.0 kJ/mol. The value obtained for the gap between HOMO and LUMO (alpha / beta) is 9.4 / 10.0 eV. Its expectation value of S² is 3.808. Its spin multiplicity is 4. Its LUMO energy (alpha / beta) is -5.28 / -4.78 eV.



No. 5
This record from the OMol25 dataset describes a 12-piece molecular cluster, C11H46F2O11Si overall at a distorted geometry. The level of theory is ωB97M-V/def2-TZVPD.

Positions of all 71 atoms, in Å:
Si1 -1.3617 0.1639 1.4345
F1 -2.7961 -0.8875 1.2524
F2 0.1338 -0.8268 1.5556
O1 -3.2341 0.2973 3.9389
O2 4.3513 1.2646 0.1237
O3 1.5735 1.4418 -0.9374
O4 4.8886 7.3099 -1.1344
O5 -5.1072 -4.7822 1.0470
O6 2.6718 3.8040 -2.9846
O7 2.4886 -2.0721 -0.7767
O8 -2.2487 -6.0818 1.3743
O9 -5.9749 -3.5832 -1.7354
O10 8.6928 4.9624 -1.8401
O11 -6.2586 -1.2294 3.4720
C1 1.4158 0.7812 -2.1796
C2 -7.4220 -1.0639 2.6825
C3 4.9996 0.9161 -1.0856
C4 -4.0889 1.1651 4.6604
C5 8.9661 5.4356 -0.5340
C6 2.5892 -3.4233 -1.1872
C7 -4.8339 -4.3091 2.3530
C8 -1.6004 -6.4303 0.1650
C9 4.9892 5.9587 -1.5449
C10 -5.5756 -3.8347 -3.0702
C11 1.8170 4.6718 -2.2631
H1 0.3771 0.4618 -2.2942
H2 8.1899 6.1428 -0.2318
H3 3.3979 1.1330 -0.0147
H4 -7.3342 -0.1503 2.0895
H5 4.7110 5.8860 -2.5989
H6 -3.8560 -3.8216 2.3678
H7 -5.1071 -4.0093 0.4571
H8 -6.7825 -4.1007 -1.5763
H9 2.2682 4.9085 -1.2965
H10 8.9732 4.5889 0.1563
H11 1.3385 0.8037 -0.2425
H12 2.7412 -2.0388 0.1616
H13 1.6729 1.4731 -2.9851
H14 2.7735 2.9960 -2.4533
H15 -4.8268 -5.1558 3.0434
H16 -5.3730 -4.9011 -3.1960
H17 -3.1324 -0.5106 4.4703
H18 2.0811 -0.0847 -2.2199
H19 -1.5702 0.9494 2.6630
H20 -6.3678 -3.5201 -3.7539
H21 1.6814 5.5930 -2.8347
H22 -3.2021 -6.2134 1.2359
H23 -1.2072 1.0497 0.2673
H24 2.3110 -3.4960 -2.2412
H25 -8.2902 -0.9860 3.3411
H26 3.6182 -3.7682 -1.0596
H27 0.8471 4.1904 -2.1165
H28 -4.2245 2.0863 4.0888
H29 -7.5429 -1.9279 2.0245
H30 6.0182 5.6139 -1.4173
H31 4.7923 -0.1302 -1.3228
H32 8.6929 5.7354 -2.4300
H33 1.9108 -4.0378 -0.5904
H34 -3.6377 1.4018 5.6270
H35 4.6413 1.5615 -1.8913
H36 4.3108 5.3442 -0.9481
H37 6.0766 1.0532 -0.9637
H38 5.1412 7.3432 -0.1960
H39 -5.5053 -1.2955 2.8607
H40 -1.9587 -5.7848 -0.6407
H41 -1.8077 -7.4766 -0.0723
H42 -0.5234 -6.2931 0.2869
H43 -5.6101 -3.6019 2.6553
H44 9.9440 5.9230 -0.5193
H45 -4.6672 -3.2660 -3.2824
H46 -5.0589 0.6838 4.8070

The structure (SMILES) is F[SiH2]F.CO.CO.CO.CO.CO.CO.CO.CO.CO.CO.CO. The calculation puts the HOMO energy at -0.3640 Ha. The value obtained for the gap between HOMO and LUMO is 10.3 eV. Its LUMO energy is 0.36 eV.



No. 6
This record from the OMol25 dataset describes one molecule with the formula C4H6S4 at a distorted geometry. The level of theory is ωB97M-V/def2-TZVPD.

Positions of all 14 atoms, in Å:
S1 -0.1929 1.3059 -1.3754
S2 2.0948 -2.2885 -0.6518
S3 2.0218 0.3996 0.3154
S4 -1.5263 -1.4829 -0.4909
C1 1.2787 -0.9070 -0.4573
C2 -1.6131 -0.6617 1.0478
C3 0.9546 1.7588 0.0695
C4 -0.1419 -0.5755 -1.1655
H1 -2.5153 -1.0747 1.5001
H2 -0.9108 -0.9295 1.7913
H3 -1.6705 0.3845 0.7271
H4 1.7713 2.5293 -0.2439
H5 0.0877 -0.7624 -2.1688
H6 0.3619 2.3041 1.1023

The structure (SMILES) is CS[C@H]1SCSC1=S. The calculation puts the HOMO energy at -0.3192 Ha. The relative energy (zero: lowest compared OMol25 entry of this formula, charge and spin) comes out at 157.0 kJ/mol. The value obtained for the gap between HOMO and LUMO is 8.3 eV. Its LUMO energy is -0.34 eV.



No. 7
This record from the OMol25 dataset describes C4H7NO as an isolated structure at a distorted geometry. The level of theory is ωB97M-V/def2-TZVPD.

Positions of all 13 atoms, in Å:
O1 2.6058 1.3281 1.3001
N1 0.3275 0.9571 -0.0800
C1 0.1184 0.1852 -1.1221
C2 -1.8234 -0.2530 0.6056
C3 2.0643 0.6571 0.5402
C4 -0.3945 -0.3335 0.1309
H1 0.2098 -1.1315 0.5837
H2 -2.3240 0.6065 0.1507
H3 -0.0843 0.3914 -2.1649
H4 -1.8539 -0.1304 1.6942
H5 2.0735 -0.4877 -0.6992
H6 -2.3805 -1.1609 0.3484
H7 1.4612 -0.6284 -1.2875

The calculation puts the HOMO energy at -0.3635 Ha. The relative energy (zero: lowest compared OMol25 entry of this formula, charge and spin) comes out at 514.7 kJ/mol. The value obtained for the gap between HOMO and LUMO is 10.9 eV. Its LUMO energy is 1.00 eV.



No. 8
This record from the OMol25 dataset describes a 8-piece molecular cluster, C9H33NO8 overall at a distorted geometry. The level of theory is ωB97M-V/def2-TZVPD.

Positions of all 51 atoms, in Å:
O1 26.7879 28.0438 4.3904
O2 23.0714 26.8853 5.9616
O3 31.6119 29.4023 8.6402
O4 24.7336 27.6500 8.0769
O5 22.5462 28.7849 11.7343
O6 24.9348 27.1101 10.6781
O7 25.8761 29.7256 6.2371
O8 21.5821 26.3285 8.3701
N1 30.4256 29.6853 9.4091
C1 29.2618 29.1781 8.6733
C2 28.0207 31.0089 9.9564
C3 29.2199 27.6722 8.6173
C4 31.0805 32.1375 9.2552
C5 31.5985 30.7200 11.2431
C6 29.2671 31.2384 10.9176
C7 28.0139 29.5309 9.6540
C8 30.5452 30.9692 10.1666
C9 29.1624 29.8390 7.1824
H1 29.9731 27.2782 7.9350
H2 29.2158 30.5890 11.7916
H3 22.7887 28.2601 10.9714
H4 26.2557 28.3368 5.1301
H5 26.1934 28.0723 3.6407
H6 31.6460 29.8007 11.8268
H7 22.5261 26.2162 8.4819
H8 28.5342 29.2447 6.5189
H9 31.4275 32.9113 9.9400
H10 29.2496 32.2921 11.1959
H11 21.4660 26.4618 7.4294
H12 25.4032 26.3289 10.3836
H13 28.0159 29.0398 10.6271
H14 23.8515 27.1202 6.4642
H15 30.1082 29.9592 6.6540
H16 27.1142 31.2938 10.4905
H17 25.3746 30.3515 6.7596
H18 28.2798 27.2358 8.2799
H19 24.7238 27.8401 9.0150
H20 23.3851 26.2573 5.3110
H21 29.3561 27.2748 9.6231
H22 31.8820 31.9583 8.5385
H23 31.8850 28.5942 9.0806
H24 28.0406 31.6576 9.0808
H25 26.3968 30.2693 5.6458
H26 31.3977 31.4065 12.0656
H27 30.4397 32.4978 8.4505
H28 28.7459 30.8455 7.2232
H29 32.6435 30.7666 10.9367
H30 25.3752 27.3621 11.4897
H31 27.0740 29.2686 9.1682
H32 25.1019 28.4374 7.6762
H33 21.6335 29.0275 11.5784

Its net charge is +1. The calculation puts the HOMO energy (alpha / beta) at -0.4552 / -0.4552 Ha. The relative energy (zero: lowest compared OMol25 entry of this formula, charge and spin) comes out at 54.9 kJ/mol. The value obtained for the gap between HOMO and LUMO (alpha / beta) is 9.6 / 5.2 eV. Its expectation value of S² is 0.755. Its spin multiplicity is 2. Its LUMO energy (alpha / beta) is -2.77 / -7.19 eV.